[1]
# C18H55N5O12

A cluster of 8 separate species, C18H55N5O12 in total in a non-equilibrium geometry (the ωB97M-V functional and the def2-TZVPD basis, the Open Molecules 2025 dataset).

Its largest force on an atom is 5.27 eV Å⁻¹. As for the expectation value of S²: 0.7550. Its net charge is +1. For the LUMO energy (alpha / beta), the calculation gives -2.98 / -8.07 eV. Its spin multiplicity is 2. Its HOMO-LUMO gap (alpha / beta) is 7.955 / 2.860 eV. The HOMO energy (alpha / beta) is -10.94 / -10.93 eV.

Each line ends with the Mulliken spin population.
Cartesian coordinates (Å):
1 N -11.09322 0.58483 -16.78584  0.000
2 H -10.51825 -0.09261 -16.30564  0.000
3 H -11.17853 1.40780 -16.20657  0.000
4 H -11.96036 0.19981 -17.13211  0.000
5 H -10.61185 0.96715 -17.58722  0.000
6 N -8.63987 -1.05191 -14.98271  0.002
7 O -8.16623 -0.93060 -16.06990  0.005
8 O -9.77202 -1.50276 -14.84161  0.020
9 O -8.03574 -0.68498 -14.04029  -0.003
10 C -11.52425 1.03107 -11.36890  0.000
11 C -10.31397 0.93933 -12.32374  0.001
12 O -9.23796 0.18869 -11.75860  0.002
13 O -11.08300 1.49371 -10.11493  0.000
14 H -11.82684 -0.00728 -11.23339  0.000
15 H -12.30296 1.64571 -11.82052  0.000
16 H -9.97656 1.94922 -12.55699  0.000
17 H -10.64750 0.47623 -13.25239  -0.001
18 H -8.71196 -0.16704 -12.47859  0.000
19 H -10.30369 0.98639 -9.87639  0.000
20 C -6.56347 2.47894 -15.88181  0.000
21 C -7.83700 3.28856 -15.48533  0.000
22 O -8.59485 3.57721 -16.62995  0.000
23 O -5.92955 3.08978 -17.02238  0.000
24 H -6.93976 1.51260 -16.21753  0.000
25 H -5.88178 2.33797 -15.04305  0.000
26 H -7.64887 4.29305 -15.10622  0.000
27 H -8.47515 2.81184 -14.74129  0.000
28 H -9.11634 4.37204 -16.49611  0.000
29 H -6.65348 3.62519 -17.35531  0.000
30 C -5.45608 0.67413 -19.19036  0.000
31 C -4.79046 -0.49107 -19.97292  0.000
32 O -4.50956 -1.57796 -19.09363  0.000
33 O -6.83236 0.31391 -18.97563  0.000
34 H -5.47906 1.44157 -19.96405  0.000
35 H -4.85612 1.10098 -18.38666  0.000
36 H -3.93751 -0.07410 -20.50838  0.000
37 H -5.42272 -0.77073 -20.81563  0.000
38 H -3.69002 -1.95781 -19.41874  0.000
39 H -6.78483 -0.12796 -18.12470  0.000
40 C -14.69699 -3.17971 -15.62826  0.001
41 C -13.15825 -2.99010 -15.20404  0.004
42 C -12.26358 -3.58479 -16.29672  -0.002
43 O -12.58071 -4.95697 -16.51220  0.001
44 C -11.64174 -5.59661 -17.35943  0.000
45 N -12.73232 -1.62446 -14.89264  0.002
46 H -15.40528 -2.71967 -14.93921  0.000
47 H -14.96672 -4.23483 -15.67357  0.000
48 H -14.84166 -2.83149 -16.65097  0.000
49 H -13.02544 -3.51788 -14.25963  0.000
50 H -11.22540 -3.46818 -15.98578  -0.002
51 H -12.45425 -3.02231 -17.21070  0.000
52 H -11.39789 -5.13299 -18.31531  0.000
53 H -12.07424 -6.55660 -17.64132  0.000
54 H -10.72168 -5.79850 -16.81093  0.000
55 H -11.73934 -1.54754 -15.06046  0.001
56 H -12.82173 -1.61407 -13.88665  0.000
57 C -7.93855 -4.94199 -19.22715  0.000
58 C -8.10185 -3.85116 -18.14071  0.000
59 C -7.53613 -4.36381 -16.74771  0.000
60 O -6.14108 -4.56347 -16.85883  0.000
61 C -5.48747 -4.77121 -15.58642  0.000
62 N -7.45805 -2.55400 -18.48965  0.001
63 H -8.49483 -4.76314 -20.14730  0.000
64 H -8.32095 -5.88253 -18.83060  0.000
65 H -6.89326 -5.15954 -19.44656  0.000
66 H -9.16894 -3.66062 -18.02617  0.000
67 H -8.09982 -5.24171 -16.43202  0.000
68 H -7.66455 -3.56653 -16.01561  -0.001
69 H -5.25361 -4.00180 -14.85061  0.000
70 H -4.53793 -5.23140 -15.85975  0.000
71 H -5.93238 -5.62070 -15.06822  0.000
72 H -7.43345 -1.91955 -17.70417  0.000
73 H -6.48491 -2.80719 -18.39481  0.000
74 C -9.97049 -5.29501 -13.59250  0.024
75 C -9.61760 -4.38404 -12.48167  -0.016
76 C -8.09418 -4.06533 -12.49268  0.176
77 O -7.24453 -5.14589 -12.79195  0.026
78 C -5.89044 -5.02795 -12.36332  0.008
79 N -10.35414 -3.15188 -12.56617  0.755
80 H -9.46816 -6.25914 -13.51368  -0.001
81 H -9.72036 -4.86267 -14.56132  -0.002
82 H -11.05069 -5.44023 -13.60610  0.002
83 H -9.89692 -4.78886 -11.50894  0.033
84 H -7.85908 -3.60368 -11.53367  -0.007
85 H -7.85437 -3.34751 -13.27710  -0.005
86 H -5.77104 -5.08373 -11.28131  0.000
87 H -5.43374 -4.07903 -12.64452  0.000
88 H -5.33302 -5.86231 -12.78902  0.003
89 H -10.01313 -2.43283 -11.94426  -0.004
90 H -10.15044 -2.69025 -13.44111  -0.023

=====

[2]
# C18H58B3FeN2O6

A structure of composition C18H58B3FeN2O6 in a non-equilibrium geometry (the ωB97M-V functional and the def2-TZVPD basis, the Open Molecules 2025 dataset).

Its largest force on an atom is 4.47 eV Å⁻¹. As for the expectation value of S²: 6.0089. Its net charge is -1. For the LUMO energy (alpha / beta), the calculation gives 2.48 / 2.48 eV. Its spin multiplicity is 5. Its HOMO-LUMO gap (alpha / beta) is 7.910 / 7.709 eV. The HOMO energy (alpha / beta) is -5.43 / -5.23 eV.

Each line ends with the Mulliken spin population.
Cartesian coordinates (Å):
1 Fe -0.51802 0.85373 -1.70110  3.815
2 B -0.64717 2.49798 -0.24754  -0.019
3 H 0.37319 2.75136 -0.49026  0.012
4 H -0.74039 1.47888 0.09454  0.029
5 H -1.01090 3.18715 0.49877  0.001
6 H -1.21060 2.55396 -1.16604  0.015
7 B -0.97912 -1.64578 -5.21326  0.000
8 H 0.07266 -1.50684 -5.40993  0.000
9 H -1.27103 -2.38059 -5.94749  0.000
10 H -1.07592 -2.03098 -4.21001  0.001
11 H -1.52953 -0.72208 -5.30302  0.000
12 B -0.09529 -1.13732 -1.16565  -0.050
13 H -0.35835 -1.03571 -2.20714  0.032
14 H 0.64846 -0.40893 -0.88188  0.046
15 H -1.01284 -0.95950 -0.62647  0.040
16 H 0.25875 -2.13237 -0.94485  -0.018
17 C -1.61915 -5.11573 2.36160  0.000
18 C -0.58611 -4.16975 1.75861  -0.001
19 C 0.47233 -4.81322 0.85776  0.000
20 O -1.28475 -3.14710 1.15486  0.001
21 H -2.19062 -4.62751 3.15100  0.000
22 H -1.20125 -6.00957 2.82473  0.000
23 H -2.38495 -5.49715 1.68621  0.000
24 H -0.07062 -3.76267 2.62847  0.000
25 H -0.01587 -5.38359 0.06756  0.000
26 H 0.96389 -5.54839 1.49493  0.000
27 H 1.22383 -4.18671 0.37730  0.001
28 H -0.75046 -2.83511 0.42084  0.001
29 C 2.98690 -4.53631 -3.74204  0.000
30 C 2.40992 -3.44442 -2.80504  0.000
31 C 3.41102 -2.28227 -2.56680  0.000
32 O 1.27202 -2.88438 -3.44219  0.001
33 H 3.05345 -4.07318 -4.72650  0.000
34 H 2.24802 -5.32575 -3.87967  0.000
35 H 3.90425 -4.99744 -3.37610  0.000
36 H 2.14802 -3.80494 -1.81028  0.000
37 H 3.91248 -1.94195 -3.47280  0.000
38 H 4.16701 -2.77734 -1.95730  0.000
39 H 3.03892 -1.44176 -1.98099  0.000
40 H 0.73587 -2.46719 -2.76389  0.009
41 C -3.54408 0.38445 -0.92096  0.002
42 O -2.55004 0.85176 -1.79739  0.001
43 C -3.15808 1.18246 -3.11681  0.000
44 C -2.04023 1.91129 -3.81524  -0.008
45 N -0.84510 1.04667 -3.77934  0.050
46 C 0.31316 1.69722 -4.43214  0.005
47 C 1.60793 1.22126 -3.85494  0.009
48 O 1.43571 1.18796 -2.43452  0.000
49 C 2.55342 1.36305 -1.55586  0.001
50 H -4.45054 0.97705 -0.79745  0.001
51 H -3.09876 0.24011 0.06340  0.003
52 H -3.81509 -0.61028 -1.27473  0.001
53 H -3.96872 1.89367 -2.95827  -0.001
54 H -3.52296 0.34318 -3.70892  0.001
55 H -1.76813 2.85223 -3.33702  0.006
56 H -2.25058 2.23578 -4.83434  0.002
57 H -0.98076 0.21694 -4.33901  0.003
58 H 0.36669 2.76598 -4.22480  -0.006
59 H 0.24963 1.58013 -5.51397  -0.002
60 H 2.31447 1.98511 -4.17965  0.000
61 H 1.80145 0.25695 -4.32478  -0.001
62 H 2.26610 1.00341 -0.56783  0.007
63 H 2.68474 2.44286 -1.48628  0.001
64 H 3.48657 0.90693 -1.88644  0.001
65 C 0.55402 -0.89376 2.74500  0.002
66 O 0.43701 0.25654 3.60224  0.000
67 C 0.87362 1.48522 3.02898  0.010
68 C 0.08860 2.60274 3.71104  -0.002
69 N 0.41930 2.75652 5.13336  0.000
70 C -0.35752 3.82720 5.88791  0.000
71 C 0.31956 3.97243 7.26801  0.000
72 O 0.12673 5.28613 7.81472  0.000
73 C -1.14387 5.83826 7.68666  0.000
74 H 0.47939 -1.71114 3.46223  0.000
75 H 1.53202 -0.96400 2.26887  -0.001
76 H -0.30134 -0.90023 2.06941  -0.001
77 H 0.52400 1.58794 2.00169  -0.001
78 H 1.95914 1.58139 3.00680  0.000
79 H -0.95880 2.38121 3.50612  0.000
80 H 0.25530 3.55195 3.20182  0.000
81 H 0.25762 1.90152 5.64613  0.000
82 H -1.39259 3.54656 6.08276  0.000
83 H -0.17590 4.75702 5.34888  0.000
84 H 1.37733 3.73867 7.14724  0.000
85 H -0.06228 3.20880 7.94562  0.000
86 H -1.38132 6.38883 6.77640  0.000
87 H -1.34432 6.48249 8.54274  0.000
88 H -1.92059 5.09201 7.85373  0.000

=====

[3]
# C18H58O11

A cluster of 11 separate species, C18H58O11 in total in a non-equilibrium geometry (the ωB97M-V functional and the def2-TZVPD basis, the Open Molecules 2025 dataset).

Its largest force on an atom is 5.04 eV Å⁻¹. As for the SMILES: CCO.CCO.CCO.CCO.CCO.CCO.CCO.CO.CO.CO.CO. For the LUMO energy, the calculation gives 0.16 eV. Its HOMO-LUMO gap is 9.221 eV. The HOMO energy is -9.06 eV.

Each line ends with the Mulliken charge.
Cartesian coordinates (Å):
1 C -1.49826 -0.32579 -4.17545  -1.021
2 C -2.36526 0.36421 -3.10545  0.202
3 O -2.99126 -0.46679 -2.11845  -0.543
4 H -0.82126 -1.07679 -3.69045  0.023
5 H -0.79326 0.36421 -4.63745  0.367
6 H -2.14926 -0.70579 -4.96145  0.369
7 H -3.17026 0.76821 -3.65145  0.738
8 H -1.69226 1.07021 -2.64445  -0.358
9 H -3.93226 -0.36679 -2.05845  0.282
10 C 0.91874 3.01921 1.58855  0.285
11 C 2.04674 3.98721 1.82255  -0.538
12 O 3.17874 3.24021 2.18655  -0.490
13 H 1.23674 2.21721 0.96055  -0.620
14 H 0.04674 3.54121 1.12155  0.066
15 H 0.45574 2.62621 2.47255  0.405
16 H 1.74274 4.79021 2.46955  0.349
17 H 2.26874 4.53621 0.94155  0.284
18 H 3.97974 3.42221 1.67455  0.245
19 C -0.49626 -2.29479 4.03355  -1.603
20 C -0.87026 -1.83179 2.63655  1.002
21 O -0.02426 -2.43279 1.66255  -0.669
22 H -1.05026 -3.17179 4.37255  0.433
23 H -0.87726 -1.52379 4.63755  0.404
24 H 0.56074 -2.31279 4.16655  0.383
25 H -0.59026 -0.77479 2.58355  -0.819
26 H -1.87326 -2.00279 2.34755  0.541
27 H -0.16026 -1.84279 0.89655  -0.058
28 C -3.93626 -3.58979 -1.44245  -1.140
29 C -3.47726 -3.83679 -0.13845  0.472
30 O -2.91226 -5.08279 -0.24145  -0.591
31 H -3.12026 -3.73979 -2.15145  0.212
32 H -4.50326 -2.65279 -1.52945  0.183
33 H -4.71426 -4.30179 -1.79845  0.361
34 H -4.27326 -3.84479 0.58555  0.467
35 H -2.86926 -3.03379 0.21955  -0.328
36 H -2.30426 -5.27079 0.43955  0.339
37 C 1.42774 3.08221 -1.79145  -0.418
38 C 2.83374 3.18121 -2.32145  -0.236
39 O 2.98174 4.26821 -3.23345  -0.575
40 H 1.24174 3.91521 -1.15945  0.415
41 H 1.13374 2.29121 -1.21745  -0.368
42 H 0.82074 3.06621 -2.63345  0.554
43 H 3.17474 2.26121 -2.83745  0.128
44 H 3.64674 3.39821 -1.61145  0.232
45 H 3.87874 4.65021 -3.32945  0.316
46 C 2.25074 -0.34879 2.78855  0.382
47 C 3.51374 0.02921 3.58855  -0.615
48 O 3.38674 1.22621 4.37855  -0.570
49 H 1.34974 -0.24479 3.43255  -0.240
50 H 2.37074 -1.33679 2.31655  0.378
51 H 2.01474 0.43021 2.06855  -0.307
52 H 4.27074 0.15921 2.77655  0.229
53 H 3.69874 -0.91179 4.12255  0.401
54 H 3.55074 2.05621 3.86655  0.341
55 C 2.50274 -0.58879 -2.88545  -0.594
56 C 3.08774 -1.88779 -2.41045  -0.408
57 O 2.36674 -2.17479 -1.25545  -0.283
58 H 1.41974 -0.63379 -3.17345  0.064
59 H 3.00574 -0.24079 -3.75345  0.614
60 H 2.56474 0.22621 -2.18845  -0.145
61 H 4.26374 -1.86779 -2.26245  0.340
62 H 2.81174 -2.67979 -3.14045  0.198
63 H 3.06774 -2.25179 -0.59645  0.204
64 C -2.00526 1.05321 3.78755  -0.672
65 O -2.09626 1.32021 2.41055  -0.270
66 H -2.46126 0.08921 3.93355  0.163
67 H -2.51226 1.71921 4.43355  0.420
68 H -0.93326 0.97321 3.96755  0.214
69 H -2.00326 2.25721 2.31855  0.199
70 C -0.21026 0.11021 -0.17745  0.292
71 O -0.92526 -1.09979 -0.41445  0.017
72 H 0.08474 0.25221 0.79355  -0.143
73 H -0.66226 0.98321 -0.60445  -0.283
74 H 0.73874 -0.16279 -0.66145  0.526
75 H -1.54226 -1.05979 -1.14045  -0.036
76 C -2.52726 3.14321 -0.37345  -0.543
77 O -3.36326 3.68921 -1.33745  -0.536
78 H -2.83726 2.15921 -0.19345  0.143
79 H -2.48926 3.78221 0.48655  0.559
80 H -1.51226 3.10021 -0.68645  0.076
81 H -3.56126 4.59221 -0.99245  0.334
82 C -0.09926 -4.27579 -1.34245  -0.527
83 O -0.59826 -3.29079 -2.20745  -0.570
84 H -0.52626 -4.14379 -0.39545  0.057
85 H 0.90774 -4.03179 -1.21245  0.214
86 H 0.07374 -5.29679 -1.62945  0.358
87 H -0.54526 -2.39979 -1.77545  0.340

=====

Question: Number 3 is which compound?
Answer: C18H58O11

=====

Question: Number 1 is which compound?
Answer: C18H55N5O12